#one
Molecular formula: C4H11NO3
Method: DFT, ωB97M-V/def2-TZVPD

```
! wB97M-V def2-TZVPD RIJCOSX def2/J DEFGRID3
* xyz 0 1
C 1.04700 0.37168 1.74850
C 0.99382 1.09548 0.39958
C 2.06433 0.68481 -0.58368
N -0.34859 1.05113 -0.18176
C -0.96081 -0.12343 -0.49609
O -2.19675 0.12949 -0.98176
O -0.46150 -1.22837 -0.44598
H 1.95918 0.70070 2.25872
H 1.17863 -0.71609 1.67046
H 0.16962 0.53670 2.35885
H 1.14711 2.15412 0.65060
H 1.88640 -0.28171 -1.06537
H 3.03459 0.50364 -0.11553
H 2.32911 1.41432 -1.35286
H -0.79008 1.94317 -0.26295
H -2.85226 -0.56933 -0.74751
H -2.98297 -2.55989 -0.20344
H -2.15918 -2.62626 -1.49044
O -3.05766 -2.48016 -1.15932
*
```

Calculated values
LUMO level = 0.71 eV
SMILES = CC(C)NC(=O)O.O
Highest occupied orbital energy = -9.9 eV
Molar mass = 121.136 g mol⁻¹


#two
Molecular formula: C4H11NO3
Method: DFT, ωB97M-V/def2-TZVPD

```
! wB97M-V def2-TZVPD RIJCOSX def2/J DEFGRID3
* xyz 0 1
C -0.37632 1.85290 -1.50905
N 0.35479 0.48393 -1.26460
C -0.02760 -0.48410 -0.26766
C -1.42836 -1.09651 -0.60505
O -1.86192 -2.08758 0.38546
C -0.19207 0.23140 1.07445
O 0.65043 0.94542 1.47039
H -1.41641 1.55073 -1.37754
H -0.16971 2.53428 -0.74054
H -0.25137 2.18734 -2.56209
H 1.35823 0.53923 -1.26482
H 0.82135 -1.26758 -0.14775
H -1.63829 -1.52843 -1.61516
H -2.26368 -0.35452 -0.54933
H -1.05659 -2.55780 0.64734
H -1.17519 0.37650 1.35806
H 2.72479 -1.19984 2.25629
H 2.77512 0.27667 2.09403
O 3.17282 -0.40205 2.61756
*
```

Calculated values
LUMO level = 0.53 eV
SMILES = CN[C@@H](C=O)CO.O
Highest occupied orbital energy = -9.1 eV
Molar mass = 121.136 g mol⁻¹


#three
Molecular formula: C4H11NO3
Method: DFT, ωB97M-V/def2-TZVPD

```
! wB97M-V def2-TZVPD RIJCOSX def2/J DEFGRID3
* xyz 0 1
C 0.51801 0.42304 1.48700
O 1.92758 0.39893 1.39072
C -0.11512 0.24592 0.13375
C -1.63082 0.06487 0.24313
C -2.06420 -1.22252 -0.40057
O -2.10954 -2.25670 0.22960
N 0.34530 1.37288 -0.68944
H 0.21797 -0.42387 2.10767
H 0.15477 1.32738 2.00331
H 2.14334 0.98582 0.64991
H 0.42599 -0.58183 -0.30338
H -2.00170 0.15622 1.25481
H -2.13855 0.89385 -0.25929
H -2.31783 -1.29877 -1.47229
H 0.08659 1.34212 -1.66852
H 0.10238 2.29790 -0.32822
H 2.54525 -1.57120 -0.86185
H 1.89169 -0.60730 -1.84591
O 2.01887 -1.54674 -1.67045
*
```

Calculated values
LUMO level = 0.64 eV
SMILES = N[C@@H](CO)CC=O.O
Highest occupied orbital energy = -9.8 eV
Molar mass = 121.136 g mol⁻¹


#four
Molecular formula: C4H11NO3
Method: DFT, ωB97M-V/def2-TZVPD

```
! wB97M-V def2-TZVPD RIJCOSX def2/J DEFGRID3
* xyz 0 1
C 0.70881 0.53557 1.33461
O 1.24529 0.67903 2.65532
C 0.70890 -0.93069 0.92628
C 0.05792 -1.28453 -0.41845
C 0.04648 -0.12510 -1.41019
N 0.74828 -0.33822 -2.55299
O -0.62147 0.87771 -1.23241
H 1.41812 1.12000 0.75069
H -0.28412 0.95921 1.24748
H 0.69092 0.23355 3.31214
H 0.20773 -1.48984 1.72156
H 1.73203 -1.31113 1.00733
H -0.97358 -1.59641 -0.27920
H 0.62143 -2.09800 -0.88229
H 1.13770 -1.24893 -2.69827
H 0.72833 0.33696 -3.30126
H -2.80150 1.33858 -0.59037
H -2.34812 2.51532 0.19906
O -3.02314 1.82692 0.21097
*
```

Calculated values
LUMO level = 0.65 eV
SMILES = NC(=O)CCCO.O
Highest occupied orbital energy = -10.0 eV
Molar mass = 121.136 g mol⁻¹


Name the least stable of them. #two.


#one
Molecular formula: C4H11NO3
Method: DFT, ωB97M-V/def2-TZVPD

```
! wB97M-V def2-TZVPD RIJCOSX def2/J DEFGRID3
* xyz 0 1
C 1.64629 0.74076 0.03227
C 1.41943 -1.22679 0.46995
N 1.26552 0.99975 -1.24754
O 2.94423 0.92076 0.36568
H 3.52303 0.68725 -0.37185
H 0.99836 1.16766 0.78881
H 0.24641 0.87303 -1.40018
H 1.82881 0.57025 -1.97114
H 2.14497 -1.50183 -0.29863
H 0.70940 -2.05638 0.37538
H 1.92768 -1.26825 1.43217
C -3.31343 0.11404 0.28647
C -1.84145 0.11099 -0.05030
O -1.07301 -0.24239 0.94198
O -1.43715 0.37657 -1.18328
H 0.01781 -0.56408 0.69527
H -3.64548 -0.91595 0.42976
H -3.47576 0.64600 1.22358
H -3.88566 0.56859 -0.51841
*
```

Calculated values
LUMO level = 0.64 eV
Highest occupied orbital energy = -8.9 eV
Molar mass = 121.136 g mol⁻¹


#two
Molecular formula: C4H11NO3
Method: DFT, ωB97M-V/def2-TZVPD

```
! wB97M-V def2-TZVPD RIJCOSX def2/J DEFGRID3
* xyz 0 1
C 0.07463 -0.60474 1.04396
C -0.85834 -1.54093 0.29824
O -0.33889 -2.90873 0.32510
C 0.59059 0.51435 0.15193
N 1.82559 0.51218 -0.39618
C 2.41114 1.76565 -0.87850
O -0.23749 1.38441 -0.12837
H -0.49372 -0.10556 1.85203
H 0.86250 -1.08158 1.62424
H -0.89820 -1.41611 -0.77066
H -1.86315 -1.52231 0.75094
H -0.64380 -3.30258 1.15700
H 2.41914 -0.25120 -0.11558
H 3.23256 2.15650 -0.28593
H 2.63645 1.66003 -1.95220
H 1.58622 2.48753 -0.87997
H -2.06865 1.16051 -0.09617
H -3.06799 1.51709 -1.13347
O -2.99119 0.94698 -0.36865
*
```

Calculated values
LUMO level = 0.72 eV
SMILES = CNC(=O)CCO.O
Highest occupied orbital energy = -10.1 eV
Molar mass = 121.136 g mol⁻¹


Name the least stable of them. #one.


#one
Molecular formula: C5H9N2O
Method: DFT, ωB97M-V/def2-TZVPD

```
! wB97M-V def2-TZVPD RIJCOSX def2/J DEFGRID3
* xyz 1 1
C 1.29337 -0.61834 0.86791
C 1.72254 -1.43388 -1.23929
C 0.08488 0.13169 0.44624
C -0.93150 0.08290 1.57540
C 0.09626 1.42741 -0.38078
N 2.00013 -1.33576 0.02479
N 0.44978 -1.57062 -1.45729
O -0.45235 -1.10297 -0.54880
H 1.40079 -0.83914 1.85702
H 2.40793 -1.64862 -2.05194
H -1.86278 -0.04996 1.02895
H -0.78078 1.02091 2.05797
H -0.69116 -0.91908 2.13634
H 1.01024 1.92899 -0.15652
H -0.74927 2.07054 -0.11205
H 0.00998 1.21543 -1.42661
H -0.04708 -2.01805 -2.33953
*
```

Calculated values
LUMO level = -5.41 eV
SMILES = CC1(C)C=NC=[NH+]O1
Highest occupied orbital energy = -14.9 eV
Molar mass = 113.140 g mol⁻¹


#two
Molecular formula: C5H9N2O
Method: DFT, ωB97M-V/def2-TZVPD

```
! wB97M-V def2-TZVPD RIJCOSX def2/J DEFGRID3
* xyz 1 1
C 0.30172 -1.18252 -1.04757
C -0.76311 -0.86759 -0.23664
C 1.04514 0.74275 -0.12909
C -2.02785 -1.61197 -0.04622
C 1.73646 1.91789 0.36036
N -0.47974 0.24624 0.45840
N 1.28787 -0.24043 -0.94590
O -1.29714 1.04711 1.15999
H 0.40855 -2.03156 -1.68993
H -2.77060 -0.97976 0.43392
H -2.41078 -1.96495 -1.00071
H -1.85149 -2.48655 0.57981
H 2.75863 1.93382 -0.01766
H 1.22646 2.83163 0.04290
H 1.76239 1.92748 1.45171
H 2.14783 -0.31265 -1.48402
H -1.07434 1.03107 2.11066
*
```

Calculated values
LUMO level = -3.56 eV
SMILES = Cc1c[nH+]c(C)n1O
Highest occupied orbital energy = -13.1 eV
Molar mass = 113.140 g mol⁻¹


Name the least stable of them. #one.


#one
Molecular formula: C5H9N2O
Method: DFT, ωB97M-V/def2-TZVPD

```
! wB97M-V def2-TZVPD RIJCOSX def2/J DEFGRID3
* xyz 1 1
C -0.47560 -0.27432 0.76443
C 1.43841 0.23980 1.98927
C -1.97002 -0.24498 -1.19748
C 2.93341 0.20737 1.95894
C -2.14912 -0.06445 -2.62100
N -0.88896 0.07565 -0.60868
N 0.87722 -0.16861 0.89673
O -1.29476 -0.76518 1.50975
H 0.77351 0.75790 2.70561
H -2.61218 -0.79537 -0.60813
H 3.33448 0.97458 1.22287
H 3.31642 0.25051 2.94542
H 3.47328 -0.65886 1.46420
H -2.03120 0.91694 -2.88178
H -3.08934 -0.30064 -3.02935
H -1.40576 -0.57587 -3.21348
H -0.22977 0.42553 -1.29731
*
```

Calculated values
LUMO level = -5.35 eV
SMILES = C/C=N/C(=O)/[NH+]=C/C
Highest occupied orbital energy = -14.7 eV
Molar mass = 113.140 g mol⁻¹


#two
Molecular formula: C5H9N2O
Method: DFT, ωB97M-V/def2-TZVPD

```
! wB97M-V def2-TZVPD RIJCOSX def2/J DEFGRID3
* xyz 1 1
C -0.53532 0.16056 -0.13068
C 3.14444 0.79285 -0.37173
C -0.79453 -2.30219 -0.01366
C 2.59860 -0.34745 0.47014
C 1.72337 0.51078 0.07200
N -0.59269 -1.08913 -0.33975
N -3.04631 1.29036 0.14567
O 0.47432 0.95087 -0.06303
H -1.52718 0.62907 -0.33198
H 3.70124 1.65412 0.15385
H 3.40913 0.54012 -1.40002
H -0.92511 -3.13816 -0.78077
H -0.76235 -2.45964 1.05318
H 2.92749 -1.19069 1.14634
H -3.23631 1.71290 1.04858
H -3.70201 0.49612 0.11366
H -2.85680 1.78952 -0.77178
*
```

Calculated values
LUMO level = -4.59 eV
Highest occupied orbital energy = -13.3 eV
Molar mass = 113.140 g mol⁻¹


#three
Molecular formula: C5H9N2O
Method: DFT, ωB97M-V/def2-TZVPD

```
! wB97M-V def2-TZVPD RIJCOSX def2/J DEFGRID3
* xyz 1 1
C -1.63280 -0.21597 -1.33179
C -1.79681 0.47819 -0.29658
C 1.12866 0.36261 -0.44914
C -0.28135 -0.95206 -1.78739
C 0.60311 0.06743 0.80289
N 0.79699 -0.11256 -1.61362
N 0.93065 0.98916 1.94178
O 0.15536 -1.09685 1.35526
H -2.36528 -0.43524 -2.09359
H -2.08559 1.07829 0.51829
H 1.82422 1.19638 -0.49953
H -0.31916 -1.88430 -1.20761
H -0.36971 -1.18180 -2.85015
H 0.08043 1.16740 2.49575
H 1.31934 1.87571 1.59579
H 1.60574 0.53492 2.57958
H 0.40619 -1.87131 0.84006
*
```

Calculated values
LUMO level (spin up / spin down) = -4.81 / -4.31 eV
Highest occupied orbital energy (spin up / spin down) = -12.1 / -12.3 eV
Molar mass = 113.140 g mol⁻¹


#four
Molecular formula: C5H9N2O
Method: DFT, ωB97M-V/def2-TZVPD

```
! wB97M-V def2-TZVPD RIJCOSX def2/J DEFGRID3
* xyz 1 1
C 0.81587 -0.01027 1.10356
C 0.61646 -0.28409 -0.29195
C 1.68644 1.00289 1.71821
C -0.34525 2.48437 1.45580
C -0.86074 -2.75803 -2.39531
N 0.48619 1.33254 1.58434
N 0.18669 -1.41179 -0.65045
O -0.07800 -1.58358 -2.00988
H 0.54155 -0.83041 1.71338
H 0.89044 0.48159 -0.98933
H 2.69125 1.32107 1.79172
H -0.60744 2.39507 0.34857
H -1.27940 2.25331 1.84738
H 0.16895 3.33305 1.94815
H -1.91530 -2.49679 -2.71302
H -1.00880 -3.54603 -1.62818
H -0.33357 -3.16669 -3.29364
*
```

Calculated values
LUMO level = -5.22 eV
SMILES = CO/N=C/[C@H]1C=[N+]1C
Highest occupied orbital energy = -13.5 eV
Molar mass = 113.140 g mol⁻¹


Name the least stable of them. #four.